Record 1
C4H9N | ωB97M-V/def2-TZVPD

Structure (XYZ):
```
14
Properties=species:S:1:pos:R:3:forces:R:3
C -1.219 -0.088 0.031 -1.45 -7.27 -3.35
C -0.035 -0.785 -0.930 0.32 0.99 -1.16
C 1.336 0.179 -0.524 -1.48 -10.57 3.65
N 0.961 0.724 0.680 -1.62 4.12 -1.02
C -0.511 0.838 0.810 0.76 7.08 3.36
H -1.314 -1.053 0.740 -0.82 2.13 -1.53
H -2.215 0.005 -0.626 2.30 0.54 1.96
H -0.179 -0.905 -2.080 -0.15 0.93 1.82
H 0.005 -1.852 -0.648 0.61 0.59 0.27
H 1.357 0.882 -1.164 1.48 4.42 -5.29
H 2.155 -0.720 -0.249 -1.36 3.15 -1.69
H 1.005 0.122 1.367 2.13 -3.94 4.09
H -0.540 0.621 1.933 -1.13 0.84 -1.37
H -0.807 2.031 0.660 0.43 -3.00 0.27
```
Positions in Å, forces in eV/Å.

Results
- HOMO energy (eV) = -8.929
- LUMO energy (eV) = 0.91
- energy (Eh) = -212.40492
- energy above the lowest of the compared OMol25 structures with the same formula, charge and spin (kJ/mol) = 384.0

***

Record 2
C45H48CoN3OP2Si2 | ωB97M-V/def2-TZVPD

Structure (XYZ):
```
102
Properties=species:S:1:pos:R:3:forces:R:3
Co 0.908 -0.050 -0.774 -0.03 0.27 0.13
C 3.173 -2.646 0.653 0.04 0.00 -0.03
Si 2.987 -0.991 1.493 -0.03 0.04 0.06
C 3.380 -1.180 3.322 -0.03 0.00 0.02
C 4.173 0.258 0.778 0.04 -0.03 -0.03
N 1.379 -0.391 1.207 -0.02 -0.15 -0.17
P -0.101 -0.699 1.710 0.06 -0.02 0.12
C -1.236 -0.537 0.356 0.40 -0.05 -0.03
P -1.639 1.055 -0.347 0.07 -0.11 0.01
N -0.303 1.630 -0.990 0.07 -0.10 0.13
Si 0.451 3.113 -1.482 -0.08 0.02 -0.06
C -0.777 4.526 -1.632 -0.01 -0.01 0.00
C 1.255 2.844 -3.142 0.04 0.02 0.00
C 1.781 3.560 -0.240 0.02 -0.02 0.02
C -2.962 0.790 -1.544 0.06 0.07 -0.08
C -3.979 -0.136 -1.336 -0.04 -0.01 -0.01
C -5.010 -0.248 -2.255 0.01 -0.02 0.02
C -5.028 0.562 -3.383 0.01 0.01 -0.01
C -4.011 1.481 -3.598 -0.02 -0.01 0.00
C -2.977 1.592 -2.680 0.00 -0.04 0.03
C -2.370 2.193 0.859 0.03 0.05 0.03
C -1.539 3.092 1.522 -0.01 -0.04 -0.02
C -2.066 3.996 2.429 -0.02 0.02 0.01
C -3.431 4.008 2.681 0.02 0.01 -0.01
C -4.265 3.113 2.028 -0.01 -0.01 0.00
C -3.739 2.209 1.117 0.00 -0.01 0.00
C -0.296 -2.314 2.529 0.02 0.05 0.05
C -0.924 -3.430 1.982 0.01 -0.01 -0.01
C -0.962 -4.625 2.686 0.00 0.00 -0.01
C -0.375 -4.721 3.938 0.00 -0.01 0.00
C 0.245 -3.612 4.496 0.00 0.00 0.01
C 0.278 -2.417 3.799 -0.05 0.01 -0.02
C -0.570 0.440 3.034 -0.01 0.01 -0.04
C -1.854 0.408 3.575 0.01 -0.01 0.01
C -2.180 1.242 4.630 -0.01 -0.02 0.00
C -1.220 2.097 5.161 0.02 0.00 0.00
C 0.059 2.129 4.627 -0.02 0.00 0.03
C 0.382 1.305 3.558 0.02 0.00 -0.05
H 4.189 -3.038 0.756 0.00 -0.01 0.01
H 2.482 -3.376 1.084 -0.01 0.00 -0.01
H 2.951 -2.552 -0.413 0.00 -0.01 0.00
H 4.463 -1.163 3.470 0.01 -0.01 -0.03
H 2.958 -0.364 3.914 0.02 0.00 0.02
H 3.006 -2.122 3.725 0.01 0.01 0.00
H 5.193 -0.136 0.814 0.00 0.03 0.01
H 3.933 0.469 -0.267 -0.02 0.01 0.00
H 4.157 1.194 1.343 -0.01 0.01 -0.01
H -1.339 4.469 -2.567 -0.02 -0.01 0.02
H -1.492 4.545 -0.807 -0.01 0.02 -0.01
H -0.248 5.483 -1.634 0.02 -0.01 0.00
H 0.529 2.542 -3.901 0.00 0.00 0.00
H 1.729 3.770 -3.477 0.00 -0.01 -0.03
H 2.025 2.071 -3.084 0.00 0.00 0.00
H 1.382 4.078 0.635 0.01 -0.01 0.01
H 2.299 2.660 0.104 0.00 0.01 0.00
H 2.526 4.216 -0.697 -0.01 0.01 0.00
H -3.949 -0.784 -0.468 0.00 -0.01 -0.01
H -5.794 -0.978 -2.098 0.00 0.00 0.00
H -5.831 0.468 -4.102 0.00 0.00 0.00
H -4.017 2.104 -4.483 0.00 0.00 0.00
H -2.169 2.294 -2.849 -0.01 0.00 -0.01
H -0.475 3.078 1.323 0.00 0.01 0.01
H -1.411 4.690 2.939 0.00 0.00 0.00
H -3.845 4.718 3.386 0.00 0.00 0.00
H -5.331 3.125 2.218 0.00 0.00 0.00
H -4.398 1.527 0.596 -0.02 0.02 0.01
H -1.375 -3.378 1.002 0.00 0.01 -0.01
H -1.452 -5.485 2.249 0.00 0.00 0.00
H -0.404 -5.657 4.481 0.00 0.00 0.00
H 0.698 -3.676 5.477 0.00 0.00 0.00
H 0.746 -1.550 4.249 -0.01 -0.02 0.02
H -2.595 -0.268 3.162 -0.01 0.00 0.01
H -3.180 1.227 5.043 0.00 0.00 0.00
H -1.475 2.743 5.991 0.00 0.00 0.00
H 0.804 2.799 5.039 0.00 0.00 0.00
H 1.369 1.330 3.111 0.00 0.01 0.01
O -1.711 -1.933 -1.545 0.28 -0.22 -0.04
C -1.131 -1.661 -0.534 -0.81 0.22 -0.03
N 2.140 -0.443 -2.097 -0.12 0.08 -0.11
C 2.187 -0.774 -3.311 0.16 -0.01 0.07
C 1.003 -1.275 -4.087 0.02 -0.04 -0.01
C -0.231 -0.646 -3.968 -0.02 0.02 0.01
C -1.340 -1.130 -4.644 0.00 0.00 0.01
C -1.227 -2.257 -5.444 0.02 -0.01 -0.01
C 0.002 -2.893 -5.571 0.00 0.00 0.00
C 1.112 -2.398 -4.906 -0.01 0.02 0.01
C 3.487 -0.657 -4.060 -0.04 -0.03 -0.05
C 3.522 -0.371 -5.422 0.00 0.00 0.00
C 4.735 -0.197 -6.074 0.01 0.00 0.00
C 5.926 -0.328 -5.375 -0.01 0.00 -0.01
C 5.899 -0.623 -4.017 0.00 -0.01 0.01
C 4.687 -0.780 -3.364 0.00 0.02 0.01
H -0.321 0.229 -3.334 0.01 0.01 0.01
H -2.297 -0.637 -4.528 0.00 0.00 0.00
H -2.094 -2.645 -5.964 0.00 0.00 0.00
H 0.096 -3.777 -6.189 -0.01 0.00 0.00
H 2.073 -2.889 -5.011 0.00 0.00 0.00
H 2.594 -0.273 -5.972 0.01 0.01 0.00
H 4.749 0.039 -7.130 0.00 0.00 0.00
H 6.872 -0.201 -5.885 0.00 0.00 0.00
H 6.826 -0.730 -3.468 0.00 0.00 0.00
H 4.646 -0.993 -2.303 0.01 0.00 0.00
```
Positions in Å, forces in eV/Å.

Results
- HOMO energy (alpha / beta) (eV) = -7.041 / -7.774
- spin multiplicity = 5
- LUMO energy (alpha / beta) (eV) = 0.45 / 0.19
- energy (Eh) = -4627.68299
- energy above the lowest of the compared OMol25 structures with the same formula, charge and spin (kJ/mol) = 0.0
- ⟨S²⟩ = 6.015